[1]
C32H37BrLuN6O2S4 as an isolated structure, computed with ωB97M-V/def2-TZVPD.

Structure (XYZ):
```
83
Properties=species:S:1:pos:R:3:lowdin_spin:R:1
Lu -0.69417 -0.35535 -0.68798 0.003
C 3.42785 3.40327 -2.40728 0.006
S 3.90904 1.98953 -1.37082 0.015
C 2.28579 1.31284 -0.98825 0.083
S 1.24929 0.95542 -2.31541 0.041
N 2.13435 1.10716 0.27446 -0.030
N 0.98059 0.52100 0.70725 0.220
C 0.86673 0.54367 2.02761 0.124
C -0.29899 0.12708 2.67019 0.122
C -0.43841 0.24441 4.08252 0.038
C -1.61109 -0.08921 4.69004 0.062
C -2.67334 -0.57870 3.89486 0.113
C -2.45114 -0.71102 2.54065 0.011
N -1.32935 -0.38568 1.90618 0.147
H 4.29618 3.68406 -3.00266 0.000
H 3.11127 4.23587 -1.78103 0.000
H 2.61332 3.07945 -3.05245 0.000
H 1.68339 0.95804 2.61159 0.008
H 0.40472 0.61581 4.65354 -0.001
H -1.73382 0.00813 5.76312 0.002
H -3.62476 -0.85310 4.32999 0.009
H -3.22842 -1.14228 1.92127 -0.001
C 2.83907 -7.24915 2.81618 0.000
C 1.82010 -6.19229 3.27530 0.000
C 0.55917 -6.92433 3.74477 0.000
C 2.40522 -5.41594 4.46850 0.000
C 1.50578 -5.19742 2.15966 0.001
C 0.21900 -4.77562 1.86571 0.000
C 0.05040 -3.77438 0.93968 0.001
Br -1.71127 -3.24676 0.37670 0.003
C 1.07740 -3.05365 0.27388 0.000
O 0.75980 -2.06500 -0.47864 0.005
C 2.39303 -3.59920 0.48836 0.001
C 2.54085 -4.60546 1.43138 0.000
C 3.62398 -3.26270 -0.37023 0.000
C 4.92106 -3.42945 0.44064 0.000
C 3.63529 -4.26259 -1.54072 0.000
C 3.64671 -1.84932 -0.94887 0.000
H 2.94691 -8.02435 3.58102 0.000
H 3.82348 -6.81173 2.65152 0.000
H 2.51422 -7.71683 1.88487 0.000
H 0.83206 -7.71371 4.44986 0.000
H 0.03456 -7.37805 2.90148 0.000
H -0.12319 -6.24145 4.25449 0.000
H 2.56550 -6.08059 5.32556 0.000
H 1.72205 -4.61891 4.76522 0.000
H 3.35925 -4.96294 4.19493 0.000
H -0.65255 -5.21683 2.33213 0.000
H 3.54280 -4.97209 1.61107 0.000
H 5.16493 -4.47739 0.63557 0.000
H 4.84048 -2.90166 1.39300 0.000
H 5.75185 -2.99255 -0.11766 0.000
H 3.67687 -5.29392 -1.17882 0.000
H 4.50216 -4.08004 -2.18455 0.000
H 2.73069 -4.13956 -2.13964 0.000
H 3.63945 -1.11193 -0.14851 0.000
H 2.79362 -1.65758 -1.58998 0.000
H 4.55935 -1.70725 -1.53710 0.000
O -0.43203 -1.57947 -2.82719 0.002
N -0.63832 -0.97628 -3.96295 0.000
C 0.33253 -0.96841 -4.89161 0.001
C 0.15599 -0.36488 -6.11298 0.000
C -1.05770 0.26664 -6.38271 0.000
C -2.04291 0.26732 -5.42157 0.000
C -1.84409 -0.34771 -4.17450 0.000
S -2.96143 -0.35281 -2.90220 0.000
H 1.24682 -1.45552 -4.58960 0.000
H 0.96306 -0.37367 -6.83153 0.000
H -1.21438 0.76766 -7.33047 0.000
H -2.99447 0.75317 -5.57958 0.000
C -4.89678 -0.85535 -0.11393 0.000
C -4.47477 0.57860 0.04330 0.000
C -5.41938 1.55541 0.34843 0.000
C -4.93715 2.84197 0.53009 0.001
N -3.67274 3.17258 0.35214 0.000
C -2.81700 2.18665 -0.02262 0.002
S -1.22504 2.56976 -0.44758 0.009
N -3.19095 0.87427 -0.11050 0.001
H -5.92213 -0.91587 -0.47923 0.000
H -4.84871 -1.37419 0.84585 0.000
H -4.23512 -1.36762 -0.81137 0.000
H -6.46819 1.31258 0.45631 0.000
H -5.59568 3.65565 0.83120 0.000
```

Calculated values
Highest occupied orbital energy (alpha / beta) in eV: -0.06 / -1.79
ΔE to the lowest compared entry with this formula, charge and spin in eV: 0.724
Charge: -2
2S+1: 2
Kohn-Sham gap (alpha / beta) in Eh: 0.14958 / 0.21313
Expectation value of S²: 0.7764
E in eV: -193829.227

=====

[2]
C32H37N10O2STi as an isolated structure, computed with ωB97M-V/def2-TZVPD.

Structure (XYZ):
```
83
Properties=species:S:1:pos:R:3:mulliken_charge:R:1
Ti 0.63175 0.19312 -0.36772 -1.508
C 4.95979 -0.31783 -1.07654 -1.903
C 3.50510 -0.48752 -0.77170 1.005
N 2.66450 0.53999 -0.57682 0.951
C 3.16510 1.90654 -0.68698 -0.668
C 2.12477 2.73860 -1.41973 -1.062
N 0.76948 2.39355 -0.95665 -0.083
C 0.23342 3.19186 0.17133 -0.164
C 0.70664 2.64593 1.50686 -1.014
N 0.41853 1.19978 1.58108 0.709
C -0.88929 0.88225 2.21662 -0.974
C -1.42869 -0.49821 1.78202 -1.148
N -0.51533 -1.06977 0.80604 1.324
C -0.46755 -2.34149 0.52813 0.451
C -1.49655 -3.32096 0.98443 -1.938
C 0.75226 -2.69186 -0.15410 0.063
C 1.26521 -3.95633 -0.27633 -0.656
C 2.61794 -4.12489 -0.63125 -1.262
C 3.40746 -3.01343 -0.79289 -0.604
C 2.85763 -1.72608 -0.68505 0.008
N 1.51119 -1.57463 -0.43026 1.342
H 5.44166 0.32771 -0.34086 0.353
H 5.12025 0.12396 -2.06280 0.328
H 5.47421 -1.27483 -1.05731 0.480
H 4.10467 1.96979 -1.23690 0.678
H 3.36418 2.31330 0.30917 0.132
H 2.16897 2.49549 -2.48240 0.459
H 2.32523 3.80890 -1.31339 0.317
H 0.11066 2.49291 -1.72018 0.335
H -0.85370 3.11575 0.12674 -0.211
H 0.51245 4.24557 0.07406 0.535
H 0.21899 3.18841 2.32071 0.624
H 1.78046 2.78420 1.62965 0.223
H 1.15691 0.73365 2.10485 0.186
H -1.59346 1.65045 1.91576 0.467
H -0.77845 0.92351 3.30278 0.393
H -2.43726 -0.39515 1.37398 0.330
H -1.48735 -1.16434 2.64695 0.683
H -2.49501 -2.90327 0.85329 0.397
H -1.36372 -3.54638 2.04624 0.289
H -1.43438 -4.25365 0.43008 0.552
H 0.64659 -4.81542 -0.05584 0.438
H 3.03848 -5.11651 -0.71337 0.449
H 4.46453 -3.12491 -0.99122 0.398
N -5.34120 4.60804 -5.18073 -0.527
C -4.84188 3.83436 -4.15753 1.030
C -5.17038 2.47522 -4.06937 -0.881
C -4.63605 1.68581 -3.07399 -0.259
C -3.76926 2.24168 -2.14225 -0.223
C -3.44476 3.59138 -2.20684 -0.526
C -3.96900 4.38250 -3.20951 -0.814
S -3.10300 1.26416 -0.84951 1.310
O -3.87937 0.05863 -0.73480 -0.772
O -2.97865 2.13028 0.30196 -0.853
N -1.55910 0.88168 -1.22947 -0.211
C -1.26457 0.25721 -2.38364 0.350
N 0.01470 -0.19774 -2.35761 0.578
C 0.50489 -0.83764 -3.42171 -0.065
C -0.26707 -1.02377 -4.54209 -1.096
C -1.57452 -0.53152 -4.47895 -0.344
N -2.08417 0.09135 -3.43237 -0.378
H -6.15592 4.26847 -5.66225 0.221
H -5.31793 5.60617 -5.06232 0.224
H -5.85271 2.04400 -4.79170 0.297
H -4.88663 0.63674 -3.00652 0.473
H -2.80144 4.02953 -1.45405 0.403
H -3.72178 5.43605 -3.25459 0.300
H 1.52355 -1.19940 -3.33670 0.517
H 0.10511 -1.53704 -5.41479 0.429
H -2.24065 -0.65550 -5.32671 0.456
N 2.22217 -1.00158 2.82887 -0.655
C 2.05010 -1.59237 3.80100 0.011
C 1.85769 -2.34410 5.01086 0.497
C 0.57838 -2.49059 5.54441 -0.252
C 0.40568 -3.22266 6.70602 -0.662
C 1.50158 -3.80416 7.32952 -0.385
C 2.77506 -3.65520 6.79671 -0.588
C 2.96035 -2.92490 5.63593 -0.414
H -0.26813 -2.02955 5.05193 0.446
H -0.58330 -3.33918 7.12757 0.401
H 1.36217 -4.37591 8.23720 0.395
H 3.62532 -4.10817 7.28774 0.398
H 3.94642 -2.79999 5.20978 0.467
```

Calculated values
Highest occupied orbital energy (alpha / beta) in eV: -8.67 / -9.26
ΔE to the lowest compared entry with this formula, charge and spin in eV: 0.279
Charge: +1
2S+1: 1
Kohn-Sham gap (alpha / beta) in Eh: 0.21285 / 0.23845
E in eV: -86729.815

=====

The highest 2S+1 belongs to which entry? C32H37BrLuN6O2S4

=====

Among the records above, which one has the highest ΔE to the lowest compared entry with this formula, charge and spin? C32H37BrLuN6O2S4

=====

Among the records above, which one has the highest charge? C32H37N10O2STi

=====

Which of these has the lowest charge? C32H37BrLuN6O2S4